Below is 11 unconnected molecules or ions with the total composition C74H169N11O11 at a distorted geometry, with properties calculated with ωB97M-V/def2-TZVPD.

```
265
Properties=species:S:1:pos:R:3:lowdin_charge:R:1
C 9.606 15.613 12.475 -0.067
C 10.876 16.318 12.955 -0.444
C 12.135 15.758 12.315 -0.180
O 13.280 16.107 13.143 -0.230
C 14.337 15.103 13.006 -0.053
N 10.673 17.720 12.672 0.043
H 9.382 15.724 11.341 0.117
H 8.841 16.023 13.065 0.056
H 9.647 14.573 12.685 0.055
H 10.930 16.097 14.026 0.135
H 12.316 16.048 11.216 0.158
H 12.028 14.683 12.308 0.101
H 14.279 14.279 13.738 0.067
H 15.303 15.679 13.163 0.086
H 14.318 14.723 11.972 0.074
H 11.339 18.387 12.972 0.050
H 10.424 17.864 11.682 0.089
C 11.077 19.068 19.720 -0.078
C 12.152 18.723 18.693 -0.397
C 11.967 17.259 18.287 -0.241
O 12.996 16.798 17.442 -0.177
C 12.704 15.475 16.946 -0.084
N 12.025 19.613 17.485 0.064
H 11.172 18.384 20.550 0.069
H 10.100 18.861 19.343 0.065
H 11.088 20.120 20.016 0.082
H 13.152 18.815 19.196 0.150
H 10.991 17.176 17.779 0.132
H 11.931 16.653 19.195 0.122
H 11.774 15.381 16.404 0.080
H 12.652 14.781 17.772 0.064
H 13.456 15.102 16.265 0.061
H 12.918 19.783 17.000 0.047
H 11.510 19.064 16.878 0.025
C 21.560 12.594 18.477 -0.029
C 22.208 12.209 17.119 -0.418
C 21.196 12.353 16.031 -0.243
O 20.302 11.276 15.986 -0.154
C 19.194 11.597 15.157 -0.090
N 23.246 13.158 16.767 0.055
H 22.190 12.517 19.363 0.061
H 20.676 11.934 18.620 0.094
H 21.195 13.644 18.492 0.067
H 22.555 11.202 17.117 0.134
H 21.801 12.396 15.081 0.125
H 20.692 13.287 16.247 0.116
H 18.470 10.743 15.194 0.100
H 19.473 11.840 14.142 0.071
H 18.675 12.490 15.545 0.057
H 23.636 13.393 17.658 0.070
H 23.927 12.659 16.197 0.102
C 15.031 12.414 10.207 -0.051
C 16.102 12.632 11.269 -0.426
C 16.930 11.274 11.424 -0.138
O 16.065 10.277 11.980 -0.259
C 16.726 9.155 12.580 -0.065
N 16.999 13.724 10.874 0.061
H 15.599 12.320 9.224 0.106
H 14.372 13.256 10.093 0.057
H 14.383 11.573 10.585 0.084
H 15.602 12.878 12.225 0.109
H 17.715 11.505 12.200 0.121
H 17.370 10.871 10.543 0.114
H 17.315 9.510 13.437 0.069
H 17.440 8.674 11.942 0.081
H 15.926 8.510 12.969 0.091
H 17.403 13.413 9.982 0.083
H 17.640 13.960 11.617 0.031
C 16.270 15.094 18.941 -0.043
C 16.302 14.263 17.680 -0.410
C 16.654 15.152 16.529 -0.190
O 16.797 14.320 15.383 -0.201
C 17.639 14.872 14.398 -0.116
N 17.235 13.110 17.856 0.095
H 15.650 15.993 18.916 0.086
H 17.322 15.428 19.135 0.088
H 15.965 14.554 19.819 0.042
H 15.330 13.861 17.353 0.119
H 17.574 15.733 16.659 0.110
H 15.808 15.844 16.321 0.131
H 17.291 15.785 13.901 0.072
H 17.845 14.141 13.639 0.058
H 18.623 15.134 14.842 0.092
H 18.079 13.518 18.242 0.072
H 17.584 12.750 16.986 0.031
C 23.664 13.965 21.727 -0.017
C 23.041 15.423 21.718 -0.432
C 21.652 15.476 21.085 -0.153
C 20.573 14.910 22.003 -0.178
C 20.607 15.498 23.382 -0.160
C 21.949 15.432 24.107 -0.547
N 22.914 16.041 23.148 -0.068
O 24.180 16.053 23.783 -0.035
C 21.845 16.330 25.264 -0.066
C 22.244 13.965 24.557 -0.006
C 24.005 16.355 20.946 -0.039
H 24.096 13.855 20.766 0.047
H 22.842 13.223 21.850 0.069
H 24.436 13.839 22.539 0.097
H 21.422 16.500 20.926 0.096
H 21.729 14.979 20.079 0.105
H 20.722 13.788 22.084 0.114
H 19.619 15.124 21.496 0.110
H 19.817 15.192 24.068 0.124
H 20.369 16.564 23.326 0.119
H 21.741 17.379 24.902 0.105
H 21.040 16.000 25.946 0.101
H 22.753 16.323 25.871 0.084
H 21.839 13.762 25.527 0.070
H 21.777 13.243 23.871 0.074
H 23.305 13.904 24.688 0.069
H 24.135 16.022 19.914 0.063
H 25.060 16.269 21.277 0.094
H 23.674 17.340 21.000 0.056
H 24.340 16.935 24.069 0.086
C 22.856 13.859 12.709 -0.048
C 22.044 14.589 11.708 -0.535
C 20.715 14.914 12.428 -0.141
C 19.917 15.947 11.676 -0.178
C 20.708 17.241 11.511 -0.144
C 22.022 16.982 10.766 -0.499
N 22.718 15.888 11.471 -0.065
O 23.993 15.589 10.894 -0.014
C 21.692 16.708 9.236 -0.015
C 22.830 18.263 10.866 -0.037
C 21.747 13.708 10.505 -0.011
H 23.730 13.387 12.281 0.085
H 22.283 13.031 13.155 0.070
H 23.093 14.593 13.521 0.101
H 20.278 13.920 12.554 0.108
H 20.889 15.347 13.409 0.110
H 19.024 16.195 12.275 0.087
H 19.704 15.622 10.616 0.110
H 20.964 17.670 12.512 0.124
H 20.173 18.026 10.980 0.105
H 21.397 17.681 8.784 0.081
H 22.604 16.426 8.657 0.094
H 20.840 16.049 9.078 0.053
H 22.434 19.046 10.217 0.088
H 22.909 18.579 11.905 0.075
H 23.863 18.113 10.534 0.081
H 20.912 14.059 9.901 0.065
H 21.446 12.778 10.895 0.068
H 22.618 13.666 9.841 0.098
H 24.623 16.061 11.410 0.082
C 15.096 19.145 15.396 -0.037
C 15.698 19.801 14.167 -0.520
C 17.241 20.103 14.500 -0.150
C 17.983 20.547 13.309 -0.210
C 17.933 19.451 12.228 -0.112
C 16.438 19.127 11.807 -0.472
N 15.668 18.836 13.090 -0.045
O 14.288 18.688 12.677 -0.029
C 15.902 20.253 10.941 -0.039
C 16.542 17.833 11.022 -0.042
C 14.977 21.105 13.842 -0.019
H 14.995 19.925 16.218 0.107
H 15.864 18.412 15.716 0.078
H 14.189 18.589 15.321 0.059
H 17.311 20.768 15.361 0.121
H 17.778 19.145 14.771 0.112
H 19.008 20.807 13.532 0.110
H 17.461 21.478 13.067 0.103
H 18.299 18.617 12.800 0.087
H 18.605 19.654 11.378 0.122
H 16.349 21.257 11.213 0.097
H 16.095 20.092 9.886 0.085
H 14.849 20.271 11.116 0.065
H 17.250 18.003 10.232 0.075
H 16.918 17.081 11.715 0.056
H 15.653 17.435 10.498 0.096
H 15.414 21.908 14.439 0.090
H 13.923 21.025 14.120 0.088
H 15.129 21.280 12.775 0.050
H 14.010 17.880 13.072 0.032
C 12.558 8.114 12.615 -0.036
C 12.272 9.159 13.770 -0.493
C 12.111 8.411 15.098 -0.154
C 12.075 9.347 16.288 -0.168
C 13.439 10.107 16.312 -0.106
C 13.634 10.959 15.028 -0.491
N 13.461 10.077 13.849 -0.072
O 13.555 10.716 12.582 -0.069
C 12.643 12.183 15.057 -0.002
C 15.014 11.518 15.039 -0.031
C 10.982 9.928 13.438 -0.032
H 11.786 7.365 12.505 0.066
H 13.555 7.582 12.838 0.095
H 12.666 8.683 11.658 0.085
H 11.315 7.701 15.007 0.114
H 13.091 7.871 15.219 0.130
H 11.981 8.727 17.220 0.127
H 11.275 10.017 16.206 0.063
H 14.286 9.386 16.465 0.137
H 13.533 10.861 17.090 0.087
H 12.530 12.541 14.009 0.083
H 11.677 11.870 15.466 0.070
H 12.978 13.001 15.676 0.052
H 15.318 11.863 16.005 0.070
H 15.691 10.728 14.689 0.082
H 15.113 12.329 14.309 0.064
H 10.398 9.186 12.790 0.099
H 11.041 10.792 12.774 0.077
H 10.395 10.077 14.339 0.066
H 14.401 10.400 12.201 0.045
C 13.256 10.966 21.320 -0.021
C 13.848 12.355 20.970 -0.532
C 13.388 13.456 21.895 -0.146
C 13.924 13.186 23.305 -0.176
C 15.461 13.158 23.214 -0.121
C 15.989 12.094 22.220 -0.487
N 15.325 12.376 20.940 -0.081
O 15.742 11.375 19.973 -0.048
C 17.536 12.330 21.979 -0.030
C 15.871 10.624 22.693 -0.029
C 13.325 12.721 19.598 -0.036
H 13.772 10.187 20.717 0.099
H 12.167 11.067 21.121 0.099
H 13.301 10.719 22.372 0.045
H 13.868 14.353 21.569 0.111
H 12.313 13.478 21.890 0.119
H 13.508 12.224 23.653 0.098
H 13.500 13.953 24.025 0.126
H 15.912 12.969 24.207 0.124
H 15.778 14.177 22.847 0.131
H 18.170 12.401 22.849 0.075
H 17.972 11.567 21.346 0.078
H 17.560 13.242 21.431 0.050
H 14.993 10.437 23.286 0.056
H 15.986 9.915 21.889 0.081
H 16.708 10.569 23.406 0.086
H 12.330 13.085 19.694 0.075
H 13.372 11.837 18.934 0.079
H 13.946 13.494 19.182 0.055
H 16.393 11.899 19.469 0.058
C 20.093 16.865 17.925 -0.030
C 21.206 17.692 17.269 -0.512
C 21.670 18.751 18.302 -0.121
C 22.797 19.608 17.743 -0.160
C 23.934 18.677 17.329 -0.114
C 23.552 17.469 16.396 -0.517
N 22.346 16.837 16.961 -0.063
O 21.899 15.791 16.086 -0.050
C 23.467 17.852 14.975 -0.053
C 24.727 16.462 16.554 -0.026
C 20.623 18.352 16.020 -0.027
H 19.231 17.332 18.347 0.076
H 19.610 16.325 17.111 0.048
H 20.471 16.107 18.661 0.077
H 20.782 19.264 18.633 0.116
H 22.016 18.073 19.103 0.110
H 22.404 20.206 16.948 0.095
H 23.176 20.321 18.494 0.117
H 24.451 18.320 18.198 0.100
H 24.690 19.181 16.714 0.121
H 24.453 18.056 14.559 0.099
H 22.918 18.760 14.845 0.056
H 22.866 17.110 14.463 0.074
H 24.631 16.076 17.598 0.077
H 25.620 17.086 16.525 0.082
H 24.719 15.640 15.853 0.069
H 21.325 19.031 15.538 0.054
H 20.233 17.677 15.274 0.073
H 19.795 19.016 16.368 0.100
H 22.387 15.001 16.313 0.031
```

Output
gap between HOMO and LUMO = 8.588 eV
SMILES = CC1(C)CCCC(C)(C)N1O.CC1(C)CCCC(C)(C)N1O.CC1(C)CCCC(C)(C)N1O.CC1(C)CCCC(C)(C)N1O.CC1(C)CCCC(C)(C)N1O.CC1(C)CCCC(C)(C)N1O.COC[C@H](C)N.COC[C@H](C)N.COC[C@H](C)N.COC[C@H](C)N.COC[C@H](C)N
calculated total energy = -4350.465178 a.u.
E_LUMO = 0.47 eV
highest occupied orbital energy = -8.12 eV
charge = 0